Entry 1:
128
Properties=species:S:1:pos:R:3:forces:R:3:lowdin_charge:R:1 method="wB97M-V/def2-TZVPD" multiplicity=1 orbital_gap_ev=7.62 charge=+1
C 6.075 2.256 -0.705 -0.4725 -0.7749 -0.3636 -0.04
C 6.257 1.035 0.171 -0.1169 -0.1336 0.1498 -0.33
C 6.981 -0.156 -0.425 1.3326 0.6901 0.7398 -0.05
C 5.859 0.967 1.458 0.0469 0.1008 -0.0292 -0.10
C 4.526 1.424 2.000 0.4536 1.3597 0.0091 -0.19
C 3.344 0.887 1.197 0.0036 -0.0692 -0.3554 -0.17
C 3.306 -0.638 1.010 0.2913 -0.4663 0.1615 -0.34
C 3.903 -1.403 2.214 -0.4888 0.0012 -0.3255 -0.03
C 1.881 -1.179 0.808 0.4400 0.5361 0.3304 -0.15
C 0.914 -0.373 -0.041 -0.3002 -0.6831 0.5904 -0.09
N 0.909 -0.591 -1.538 -0.1837 0.8440 -0.6552 -0.11
C 2.305 -0.495 -2.133 0.3791 -0.0892 -0.3750 -0.06
C 2.983 -1.789 -2.551 0.3732 -0.3172 0.1666 -0.21
O 3.186 -2.723 -1.507 -0.1203 0.0736 -0.0648 -0.04
C 0.163 0.624 -2.105 -0.1751 0.1298 -0.1334 -0.10
C -1.279 0.793 -1.653 -0.2410 0.4877 0.4121 -0.12
C -1.533 1.765 -0.489 -0.4689 0.6371 -0.0201 -0.37
C -0.785 3.094 -0.666 0.7708 -0.6669 0.3499 -0.05
C -3.032 2.088 -0.386 -0.0817 -0.4071 0.1295 -0.16
C -3.949 0.868 -0.144 0.5917 0.5981 0.5476 -0.17
C -4.629 0.806 1.199 0.1446 -0.5755 0.3788 -0.09
C -4.874 -0.377 1.818 0.3085 0.2994 -0.0419 -0.32
C -3.764 -1.413 1.961 -0.4515 0.1553 -1.5141 -0.06
C -6.240 -0.737 2.348 0.2396 0.0881 0.8615 -0.06
C 0.192 -1.812 -1.979 -0.2248 -0.4876 0.2110 -0.19
C -0.141 -1.970 -3.316 0.1723 0.3020 -0.2214 -0.02
C -0.839 -3.084 -3.746 -0.0989 -0.2197 -0.0385 -0.04
C -1.213 -4.071 -2.846 0.0554 0.2027 0.1511 -0.05
C -0.885 -3.907 -1.511 -0.0683 -0.1683 -0.0847 -0.04
C -0.192 -2.787 -1.074 -0.0090 0.0171 0.2755 0.00
H 5.079 2.697 -0.668 0.0553 0.1882 0.0526 0.07
H 6.326 2.012 -1.737 -0.2450 0.0838 -0.0997 0.07
H 6.824 2.981 -0.385 -0.1740 0.1744 0.0915 0.09
H 7.256 0.003 -1.466 -0.1572 -0.1156 -0.0887 0.07
H 7.926 -0.320 0.110 0.0010 -0.1275 -0.0490 0.09
H 6.404 -1.066 -0.284 -0.1398 0.0085 -0.2619 0.07
H 6.565 0.551 2.177 -0.4941 -1.2239 -0.2034 0.10
H 4.476 2.521 1.987 -0.2041 0.0025 0.0814 0.12
H 4.417 1.150 3.048 0.1522 -0.0603 0.0278 0.08
H 3.387 1.372 0.214 -0.1085 -0.0208 -0.0238 0.10
H 2.403 1.230 1.643 0.0851 0.0096 0.2332 0.12
H 3.918 -0.930 0.155 0.0340 0.1848 -0.0707 0.10
H 4.963 -1.594 2.068 0.0710 0.0794 0.2047 0.08
H 3.734 -0.865 3.147 0.0906 -0.0276 0.0754 0.07
H 3.382 -2.357 2.311 0.1858 -0.1306 0.0254 0.08
H 1.430 -1.178 1.800 -0.1029 0.1503 -0.0927 0.10
H 1.919 -2.232 0.545 0.0644 0.0364 -0.2162 0.10
H -0.090 -0.610 0.310 -0.0788 -0.0159 -0.2228 0.11
H 1.023 0.693 0.136 0.2615 0.0369 -0.2651 0.12
H 2.932 0.075 -1.453 -0.1531 -0.1471 0.2865 0.12
H 2.255 0.111 -3.039 -0.2613 -0.0299 -0.0230 0.14
H 2.490 -2.269 -3.396 -0.1716 0.1366 -0.0162 0.12
H 3.973 -1.494 -2.910 -0.0062 0.0864 0.0027 0.13
H 2.507 -3.401 -1.575 0.0234 -0.0450 0.0594 0.09
H 0.178 0.567 -3.189 0.1606 -0.3184 0.0128 0.12
H 0.792 1.478 -1.862 -0.0848 0.0370 0.1878 0.13
H -1.815 1.204 -2.514 0.0028 -0.0129 -0.0342 0.12
H -1.775 -0.147 -1.416 0.2688 -0.2421 -0.2301 0.11
H -1.258 1.323 0.474 0.1380 -0.0994 -0.0505 0.13
H -0.747 3.407 -1.710 -0.3219 0.2029 0.0109 0.09
H -1.204 3.861 -0.020 -0.1255 0.1429 -0.1915 0.09
H 0.256 2.976 -0.341 0.0404 0.1194 -0.0554 0.07
H -3.345 2.652 -1.270 0.1002 -0.1027 -0.1268 0.11
H -3.173 2.769 0.455 0.0779 0.0730 -0.0083 0.11
H -3.454 -0.088 -0.318 0.0887 0.0272 -0.1559 0.09
H -4.777 0.918 -0.859 0.0059 -0.1206 -0.0389 0.11
H -4.954 1.736 1.663 -1.2118 -0.0095 -0.7578 0.11
H -3.571 -1.918 1.004 -0.0202 -0.3765 0.1775 0.07
H -2.844 -0.892 2.203 0.0875 -0.1592 0.2866 0.06
H -4.017 -2.150 2.717 0.0742 -0.0323 0.0494 0.07
H -6.551 -0.180 3.236 -0.0373 0.0540 -0.0318 0.08
H -6.256 -1.797 2.609 0.0018 0.0244 0.1326 0.07
H -6.991 -0.601 1.573 -0.0020 0.1634 0.0095 0.07
H 0.123 -1.219 -4.047 0.0464 -0.0257 -0.0277 0.12
H -1.103 -3.181 -4.790 0.0464 0.0570 -0.0357 0.12
H -1.771 -4.940 -3.165 0.0189 -0.0115 -0.0758 0.11
H -1.178 -4.659 -0.791 0.0046 0.0171 0.0602 0.11
H 0.004 -2.706 -0.016 0.0669 0.0828 0.0048 0.09
C -5.657 1.290 -4.461 -0.1810 -0.0801 -0.0255 -0.10
C -6.137 2.663 -4.880 -0.2040 -0.0884 -0.0673 -0.10
O -5.077 3.512 -4.417 -0.0115 -0.1050 -0.0236 0.07
C -3.956 2.769 -4.321 0.0080 0.0880 0.0161 -0.59
O -2.869 3.211 -4.119 0.1384 -0.0952 0.0770 0.14
O -4.230 1.454 -4.478 -0.0308 0.0039 0.0486 0.05
H -5.962 0.501 -5.142 0.1644 -0.0050 -0.0675 0.14
H -5.968 1.029 -3.448 0.0290 0.0450 0.0205 0.13
H -6.223 2.761 -5.963 0.0232 -0.0126 -0.0031 0.12
H -7.081 2.946 -4.423 0.0795 0.1378 0.0784 0.14
C -8.045 3.534 -10.063 -0.0150 0.1467 -0.0594 -0.11
C -7.933 4.091 -8.658 -0.0019 0.1482 -0.0525 -0.12
O -8.356 2.980 -7.858 0.0929 0.0931 -0.0509 0.04
C -8.150 1.844 -8.571 -0.0320 -0.0645 0.0218 -0.58
O -8.236 0.749 -8.121 0.0689 -0.0522 0.0673 0.16
O -7.828 2.134 -9.849 -0.0187 0.0571 0.0148 0.07
H -7.300 3.933 -10.746 0.0768 -0.1535 -0.0047 0.13
H -9.037 3.675 -10.493 -0.0200 -0.0183 0.0400 0.14
H -6.906 4.348 -8.392 0.0128 -0.0315 -0.0170 0.13
H -8.572 4.952 -8.482 -0.0964 -0.0920 0.0958 0.13
C 7.706 0.456 6.053 0.0153 -0.1050 -0.0702 -0.11
C 6.512 1.011 5.300 0.0214 -0.0880 -0.1761 -0.14
O 5.850 1.782 6.302 -0.0362 -0.0689 -0.0386 0.05
C 6.766 2.129 7.248 0.0520 -0.0038 0.0364 -0.57
O 6.569 2.905 8.120 -0.0351 0.0448 0.0451 0.18
O 7.927 1.460 7.046 -0.0498 -0.0181 -0.0592 0.07
H 8.588 0.332 5.431 0.0791 0.1393 0.0860 0.13
H 7.483 -0.489 6.550 -0.0391 0.0149 0.0124 0.13
H 6.802 1.673 4.481 0.0418 0.0042 0.0178 0.13
H 5.850 0.237 4.916 -0.0916 0.0296 0.1001 0.12
C -1.166 -4.822 3.783 -0.0075 -0.2557 0.1713 -0.09
C 0.223 -5.013 3.212 0.0579 -0.2007 0.1507 -0.09
O 0.363 -3.849 2.377 -0.0320 -0.0159 -0.0715 0.05
C -0.473 -2.900 2.850 -0.0606 0.0343 0.2541 -0.57
O -0.458 -1.760 2.488 -0.2347 -0.0169 -0.0123 0.12
O -1.305 -3.393 3.772 0.0045 -0.0623 -0.1452 0.08
H -1.266 -5.207 4.793 -0.0061 0.2239 0.0848 0.14
H -1.946 -5.255 3.154 0.0076 0.0620 -0.0467 0.13
H 0.996 -4.988 3.980 -0.0298 0.0916 0.0272 0.14
H 0.328 -5.922 2.626 0.0010 0.1184 -0.1808 0.13
C 2.023 -0.094 5.804 0.0479 0.1592 -0.0263 -0.12
C 0.815 0.254 6.652 0.0579 0.1607 0.0261 -0.10
O 0.065 -0.966 6.622 0.0666 0.0422 -0.0154 0.07
C 0.914 -1.980 6.360 -0.0817 -0.0085 0.0601 -0.57
O 0.630 -3.133 6.435 0.0453 -0.1085 -0.1715 0.16
O 2.132 -1.509 6.000 -0.0349 0.0357 -0.0581 0.06
H 2.934 0.408 6.122 0.0541 -0.1419 0.0692 0.13
H 1.856 0.101 4.742 -0.0502 -0.0261 0.0024 0.12
H 1.081 0.478 7.686 0.0278 -0.0343 0.0013 0.14
H 0.226 1.073 6.250 -0.1297 -0.1154 -0.0423 0.13

Entry 2:
52
Properties=species:S:1:pos:R:3:forces:R:3:nbo_charge:R:1 method="wB97M-V/def2-TZVPD" multiplicity=1 de_lowest_kj_mol=133.9 orbital_gap_ev=9.57 charge=-1
N 15.604 -17.331 -12.269 1.6154 1.6724 1.6928 0.74
O 14.552 -16.737 -12.563 0.7967 -1.1996 -0.8041 -0.53
O 15.687 -17.978 -11.195 -0.8779 -0.6081 -0.7755 -0.56
O 16.690 -17.100 -12.861 -1.3611 -0.7906 -0.9579 -0.56
O 18.179 -19.787 -12.327 0.6517 -0.6537 0.0323 -0.97
H 17.682 -20.538 -11.988 -0.1165 0.1629 -0.1502 0.48
H 17.638 -19.295 -12.943 -0.6248 0.0699 -0.2959 0.50
O 14.670 -14.140 -14.069 -0.4738 1.2385 -0.4703 -0.95
H 14.861 -14.925 -13.574 0.2910 -1.1966 0.2449 0.49
H 15.434 -13.572 -13.962 0.3732 -0.0704 -0.3815 0.46
O 17.617 -15.954 -15.711 0.6199 0.2056 0.6714 -0.92
H 18.181 -16.356 -15.031 -0.3625 0.3302 0.1185 0.48
H 17.896 -16.404 -16.497 0.2543 -0.2674 -0.9232 0.47
O 12.697 -18.842 -14.048 -0.8886 -1.7954 -0.2666 -0.94
H 12.524 -18.812 -14.988 0.0403 0.1734 -0.2619 0.46
H 13.120 -18.038 -13.845 0.7914 1.7913 0.4314 0.48
O 14.065 -15.805 -9.210 -0.6397 -1.4926 -2.0188 -0.94
H 14.221 -15.265 -9.992 -0.4094 -0.0939 -0.7572 0.48
H 14.334 -15.204 -8.579 0.7432 1.6869 2.7484 0.45
O 15.596 -19.624 -14.470 0.7062 -1.4684 -1.4234 -0.97
H 15.408 -20.345 -15.131 0.3401 1.2652 0.8851 0.48
H 14.977 -19.822 -13.778 -1.1086 -0.2118 0.8954 0.50
O 17.158 -19.957 -9.510 0.3556 -1.8430 1.9059 -0.96
H 16.904 -19.475 -10.253 -0.6838 1.6356 -2.1024 0.49
H 18.065 -19.716 -9.365 0.6279 0.3643 0.0803 0.48
O 18.150 -14.966 -12.591 0.7013 1.3404 -0.2832 -0.99
H 17.628 -15.768 -12.692 0.1897 -0.2238 -0.0015 0.48
H 19.099 -15.160 -12.641 -0.6949 -0.3207 0.2207 0.47
O 16.991 -15.864 -9.839 2.1620 1.6051 0.8550 -0.94
H 16.204 -16.267 -10.108 -2.1761 -1.1697 -0.2272 0.48
H 16.744 -15.104 -9.296 0.0295 -0.4557 -0.0398 0.45
O 12.475 -15.173 -12.318 -1.4537 -1.6269 0.9363 -0.96
H 12.774 -14.363 -12.643 0.7059 2.0334 -0.9188 0.47
H 13.270 -15.699 -12.236 0.0042 -0.1062 0.0987 0.48
O 15.114 -14.220 -11.342 -1.4213 0.1710 -0.2163 -0.96
H 15.942 -14.123 -10.943 2.3373 -0.2979 1.2545 0.48
H 15.238 -13.651 -12.094 -0.6603 0.2888 -0.6981 0.48
O 12.852 -18.218 -10.676 -0.1595 -1.1165 0.2331 -0.95
H 13.553 -17.671 -10.987 1.1193 0.5387 -0.4160 0.47
H 12.164 -17.582 -10.598 -1.2056 0.6691 0.2571 0.47
O 14.160 -20.523 -11.961 -0.4491 -0.1668 -0.6874 -0.92
H 14.475 -19.637 -11.776 -0.0517 0.3121 0.6007 0.48
H 14.931 -21.075 -11.997 0.6189 -0.3984 0.2852 0.45
O 15.316 -17.350 -15.884 -0.4108 -0.1754 -0.2880 -1.01
H 16.148 -16.864 -15.821 -0.2685 0.2094 0.3140 0.48
H 15.362 -18.019 -15.183 0.0370 0.0485 -0.2847 0.48
O 14.624 -19.318 -8.630 0.0495 -0.7275 1.1667 -0.98
H 15.573 -19.272 -8.735 0.3699 -0.1188 0.0414 0.48
H 14.263 -18.736 -9.276 -0.7766 0.7408 -0.7906 0.48
O 18.847 -17.522 -11.061 2.3573 -0.1764 0.8831 -0.99
H 18.023 -17.148 -11.289 -1.3171 0.4422 -0.2249 0.48
H 18.901 -18.378 -11.486 -0.2965 -0.2234 -0.1875 0.48

Entry 3:
21
Properties=species:S:1:pos:R:3:forces:R:3:nbo_charge:R:1 method="wB97M-V/def2-TZVPD" multiplicity=1 de_lowest_kj_mol=28.9 orbital_gap_ev=6.21 charge=-1
C -1.311 0.569 1.553 0.2254 -0.1123 -0.2676 -0.62
C -1.228 -2.877 -0.222 -0.1235 -0.2307 -0.2491 -0.60
C -1.835 -1.751 0.614 0.7980 0.2216 -0.0288 -0.39
C -1.018 -0.457 0.458 -0.5698 -0.2537 0.5239 -0.40
H -2.377 0.798 1.634 -0.0215 -0.0014 0.0180 0.17
H -0.742 1.473 1.336 -0.0757 0.0713 0.0170 0.27
H -0.954 0.180 2.512 -0.1595 0.0070 0.0856 0.18
H -1.914 -3.720 -0.346 0.0568 -0.0244 0.0857 0.19
H -0.309 -3.250 0.234 -0.0607 0.0102 0.1046 0.20
H -0.932 -2.557 -1.226 -0.1827 0.1931 0.0386 0.21
H -1.779 -2.047 1.665 -0.2477 -0.0422 0.0637 0.18
H -2.883 -1.568 0.368 -0.0497 -0.0664 -0.0331 0.18
H 0.040 -0.704 0.518 0.0858 0.0126 -0.1759 0.21
H -1.200 -0.040 -0.531 0.0922 0.1070 -0.0599 0.20
N 1.194 2.169 -0.007 0.1579 -0.2781 -0.3442 -0.94
C 1.674 1.028 -0.941 -0.2723 0.5139 0.4380 0.15
O 2.726 1.344 -1.664 -0.0835 -0.2878 0.0228 -0.93
H 1.176 2.944 -0.670 0.0007 0.1426 0.1353 0.33
H 2.042 2.343 0.527 0.0336 0.2138 0.0899 0.33
H 1.776 0.190 -0.196 0.2874 -0.0920 -0.2159 0.04
H 0.726 0.798 -1.493 0.1088 -0.1040 -0.2489 0.05

Entry 4:
52
Properties=species:S:1:pos:R:3:forces:R:3:nbo_charge:R:1 method="wB97M-V/def2-TZVPD" multiplicity=1 de_lowest_kj_mol=383.3 orbital_gap_ev=10.45
O -0.967 -3.389 -1.774 0.5075 0.1821 -0.8753 -0.55
C 0.168 -3.007 -1.745 0.0533 -0.0256 1.6959 0.81
O 0.884 -3.306 -0.593 -0.2214 0.1198 -0.5446 -0.75
C 0.909 -2.085 -2.695 -0.5830 0.3680 1.1989 -0.51
C 0.635 -0.634 -2.232 -1.5897 0.0104 -0.8169 -0.43
C 1.373 0.368 -3.102 -0.1211 0.3962 -0.9151 -0.23
N 0.841 1.728 -2.878 -0.5460 -1.0649 0.3129 -0.87
H 1.677 -2.762 -0.479 0.2025 0.1598 -0.0046 0.51
H 0.524 -2.241 -3.699 0.3258 0.0218 -0.0969 0.24
H 1.975 -2.233 -2.567 0.2298 -0.4185 -0.5433 0.22
H 0.660 -0.463 -1.159 1.1084 -0.2214 0.2513 0.22
H -0.436 -0.432 -2.356 -0.0905 -0.1707 -0.5032 0.23
H 1.210 0.134 -4.165 0.0998 -0.5236 0.2099 0.18
H 2.454 0.326 -2.951 -0.0079 0.1739 0.2082 0.19
H -0.175 1.660 -2.943 0.2328 0.1941 0.0931 0.39
H 1.130 2.381 -3.574 0.4537 0.3603 -0.3924 0.38
H -0.929 0.234 4.306 -1.0852 -0.3081 0.0569 0.50
H -2.541 0.245 4.597 0.7611 -0.4253 -0.2411 0.48
O -1.728 0.756 4.507 0.3799 0.6860 0.1285 -0.97
H -1.758 3.702 1.207 -0.1441 0.5104 -0.4416 0.52
H -3.034 3.932 2.200 -0.0075 0.8025 -0.0603 0.49
O -2.400 3.337 1.825 0.1933 -1.1361 0.4136 -0.99
H 1.564 2.044 1.672 -0.0690 -0.0715 -0.5379 0.49
H 1.208 1.774 3.114 -0.1157 0.0952 0.3154 0.47
O 1.886 1.602 2.458 0.1129 -0.1392 0.2694 -0.96
H -2.042 1.378 -0.949 -0.3530 -0.5228 -0.1365 0.51
H -2.690 2.108 -2.186 0.2458 -0.1271 0.3152 0.51
O -1.853 1.808 -1.803 -1.8236 -2.8466 -2.0402 -0.94
H 1.319 -4.510 0.905 -0.0375 -0.2936 0.5387 0.49
H 1.209 -5.717 1.860 -0.1124 -0.2047 -0.0248 0.47
O 1.543 -4.822 1.804 0.0604 0.5256 -0.4312 -0.96
H -3.252 -0.956 -0.481 0.2965 0.0247 0.3235 0.49
H -4.252 -0.982 -1.594 -0.1474 0.0943 -0.2360 0.48
O -3.620 -0.396 -1.170 -0.2466 -0.3124 -0.1835 -0.97
H 0.010 -0.349 1.129 -0.3229 0.5313 0.2616 0.47
H -0.018 -1.669 1.748 -0.2154 -0.3639 0.3304 0.47
O -0.333 -0.775 1.929 0.4311 -0.2632 -0.8306 -0.93
H 0.059 3.298 -0.629 -0.1689 0.7709 0.4404 0.47
H -1.119 2.583 -1.073 -0.1429 1.6903 0.1414 0.46
O -0.906 3.442 -0.645 2.4487 1.3783 1.5464 -1.02
H 1.298 1.451 -1.216 0.3968 1.0674 0.3680 0.50
H 2.486 2.273 -0.651 -0.2613 -0.1504 -0.0417 0.47
O 1.732 1.734 -0.376 0.2593 -0.2142 0.4032 -1.01
H 2.829 -1.472 1.855 0.1329 0.2120 -0.0969 0.50
H 3.302 -0.715 0.616 1.1959 2.1674 -0.4831 0.48
O 2.821 -1.451 0.888 -1.4871 -2.4021 0.4176 -0.98
H 1.355 -0.499 3.077 -0.1518 -0.0277 0.1263 0.50
H 1.514 -1.944 3.593 -0.1708 0.2423 0.2114 0.46
O 1.604 -1.017 3.858 0.4919 -0.3289 -0.0375 -0.97
H -2.486 1.638 1.484 -0.1414 -0.0439 -0.4912 0.52
H -3.153 1.014 0.189 -0.9143 0.1922 0.4354 0.46
O -2.491 0.876 0.864 0.6583 -0.3705 -0.0068 -0.99